Record 1
22
Properties=species:S:1:pos:R:3:lowdin_charge:R:1 method="wB97M-V/def2-TZVPD" e_above_lowest_ev=5.850 charge=0 orbital_gap_ha=0.0727 homo_ev=-10.30 total_energy_ev=-23172.38704 lumo_energy_ev=-8.3233
Al 0.90008 0.80066 -1.33437 0.969
F -2.74670 -0.05157 0.18057 -0.303
F -1.90434 3.57723 -2.03448 -0.295
F 4.46554 -0.47699 -2.46328 -0.414
C 1.02497 4.42768 4.24350 -0.098
C 0.53161 4.70445 2.81915 -0.291
O 0.20307 3.40859 2.29342 -0.090
H 0.21837 4.22835 4.94902 0.073
H 1.43404 5.32606 4.70574 0.067
H 1.83707 3.70111 4.26991 0.077
H 1.26732 5.25045 2.22862 0.111
H -0.34689 5.34836 2.86041 0.108
H -0.54912 3.12937 2.82053 0.082
C -0.96621 -5.53640 -3.21457 -0.106
C -0.96763 -4.29850 -2.37758 -0.317
O 0.15176 -3.46428 -2.69193 -0.090
H -1.72937 -6.31068 -3.13589 0.079
H -0.00813 -6.05198 -3.14848 0.071
H -0.90542 -5.36306 -4.28898 0.075
H -0.91264 -4.60083 -1.33179 0.104
H -1.89473 -3.72697 -2.42167 0.114
H 0.89736 -4.02107 -2.92786 0.074

***

Record 2
35
Properties=species:S:1:pos:R:3:lowdin_charge:R:1 method="wB97M-V/def2-TZVPD" e_above_lowest_ev=0.000 charge=0 orbital_gap_ha=0.3725 homo_ev=-10.46 total_energy_ev=-251615.89472 lumo_energy_ev=-0.3257
O -0.21480 -1.47921 0.81075 -0.301
S 0.19991 -2.76567 1.31736 0.601
O 1.14313 -2.83809 2.40399 -0.295
O -1.17417 -3.58599 1.70827 -0.261
C -1.71080 -3.28407 2.99814 -0.272
C -2.92817 -2.34676 2.85798 -0.071
C 0.78273 -3.79746 -0.04071 -0.107
H -1.06324 -2.73729 3.68402 0.113
H -1.98117 -4.23063 3.46014 0.118
H -3.46237 -2.39050 3.81165 0.077
H -3.67869 -2.60039 2.10830 0.076
H -2.55235 -1.35726 2.60452 0.071
H 1.74126 -3.37307 -0.31709 0.009
H 0.03140 -3.65188 -0.81403 0.075
H 0.79996 -4.81726 0.32729 0.074
O -0.88732 4.34381 -3.24813 -0.282
S -1.33807 3.26518 -2.40726 0.603
O -2.31190 2.30536 -2.83006 -0.268
O -0.05242 2.41230 -1.97008 -0.258
C 1.11716 3.04511 -1.48936 -0.304
C 1.53854 2.57449 -0.10484 -0.063
C -1.83447 3.94261 -0.79683 -0.108
H 1.03393 4.13341 -1.40479 0.114
H 1.90986 2.86120 -2.21621 0.073
H 1.68591 1.49906 -0.00929 0.041
H 0.79114 2.87110 0.63762 0.076
H 2.44553 3.09600 0.20244 0.087
H -1.04804 4.59218 -0.41260 0.061
H -2.04328 3.11605 -0.12813 0.072
H -2.66669 4.62507 -0.96495 0.071
C 2.97580 -0.64258 -1.97660 -1.519
Br 3.58667 -0.89979 -0.11450 0.565
Br 3.27937 -2.38812 -2.84652 0.552
Br 3.94130 0.83180 -2.77980 0.604
H 1.94436 -0.32869 -2.06067 -0.022

***

Record 3
12
Properties=species:S:1:pos:R:3:lowdin_charge:R:1 method="wB97M-V/def2-TZVPD" e_above_lowest_ev=2.572 charge=0 smiles="CC1(C)OC1=O" orbital_gap_ha=0.3970 homo_ev=-10.26 total_energy_ev=-8337.88933 lumo_energy_ev=0.5408
C -0.13773 0.16067 0.12236 -0.470
C 1.28718 0.13905 -0.61183 0.013
C -0.92044 -1.11073 0.29666 -0.008
C -0.73368 1.43850 0.35593 -0.242
O 0.31776 0.83446 1.31620 0.003
O -1.18721 2.44345 -0.05607 0.194
H -1.63519 -1.02163 1.11337 0.091
H 2.03699 -0.43888 -0.07715 0.088
H 1.60433 1.16001 -0.80360 0.083
H 1.07093 -0.33906 -1.56663 0.072
H -1.45801 -1.33356 -0.62426 0.090
H -0.24494 -1.93227 0.53502 0.088

***

Record 4
157
Properties=species:S:1:pos:R:3:lowdin_charge:R:1 method="wB97M-V/def2-TZVPD" multiplicity=2 charge=-1 orbital_gap_ha="0.0628 / 0.3146" homo_ev="0.19 / -6.72" total_energy_ev=-187763.02089 lumo_energy_ev="1.8997 / 1.8431"
C 2.31596 -0.13675 -0.75054 -0.196
C 1.87855 -0.54948 -2.16923 -0.197
C 0.45363 -1.23017 -2.11242 -0.171
S -0.28171 -0.61244 -0.53700 0.636
O -0.24897 -1.74072 0.37458 -0.347
O -1.53642 0.09582 -0.77144 -0.331
C 1.01594 0.52769 -0.10262 -0.206
H 3.17792 0.51167 -0.59341 0.099
H 2.58745 -0.99637 -0.13781 0.071
H 2.68417 -1.20707 -2.49580 0.074
H 1.76779 0.36194 -2.75673 0.104
H 0.39849 -2.29126 -1.86923 0.077
H -0.24883 -0.81578 -2.83557 0.079
H 1.04080 0.59655 0.98491 0.083
H 0.90904 1.49819 -0.58719 0.094
C -0.90276 -7.34315 2.87774 -0.244
C -0.42144 -6.14453 2.09243 -0.178
C -1.25611 -4.80566 2.34667 -0.208
S -2.95628 -5.33533 2.73272 0.708
O -3.68268 -5.29764 1.47787 -0.355
O -3.52860 -4.77838 3.95283 -0.341
C -2.39400 -7.15476 3.07310 -0.188
H -0.46106 -7.39727 3.87276 0.107
H -0.67374 -8.33192 2.48027 0.116
H -0.79141 -6.46523 1.11858 0.105
H 0.65599 -5.98304 2.12679 0.113
H -1.22262 -3.89827 1.74365 0.076
H -0.91017 -4.39356 3.29461 0.084
H -2.99339 -7.75763 2.39092 0.091
H -2.70642 -7.37240 4.09444 0.089
C -1.89087 -4.89371 -2.32109 -0.252
C -3.34727 -5.01649 -1.84895 -0.216
C -4.01677 -3.60538 -1.94652 -0.177
S -3.42238 -3.08477 -3.64059 0.734
O -3.01964 -1.67612 -3.72589 -0.365
O -4.26146 -3.81832 -4.62516 -0.370
C -1.80997 -4.08580 -3.62490 -0.184
H -1.33902 -5.83318 -2.29023 0.111
H -1.33800 -4.39613 -1.52432 0.096
H -3.05007 -5.34536 -0.85315 0.082
H -3.80876 -5.78354 -2.47085 0.116
H -3.48261 -2.90739 -1.30186 0.089
H -5.08976 -3.59587 -1.75493 0.104
H -0.89690 -3.49271 -3.67635 0.074
H -1.92825 -4.68467 -4.52793 0.089
C 5.17986 -2.89439 -0.23001 -0.197
O 4.53277 -2.57390 1.01861 -0.232
P 4.10621 -3.81007 1.90231 0.480
O 3.60126 -5.09817 1.21204 -0.312
O 5.29070 -4.00483 2.96970 -0.222
C 6.20253 -5.06227 2.86064 -0.156
O 2.96839 -3.20645 2.92327 -0.213
C 1.87048 -2.54766 2.37442 -0.145
H 5.35023 -2.00026 -0.82968 0.059
H 4.56689 -3.47766 -0.91715 0.038
H 6.07008 -3.50331 -0.07239 0.065
H 5.94975 -5.78607 2.08584 0.080
H 6.23735 -5.64425 3.78162 0.079
H 7.15626 -4.53787 2.80141 0.085
H 1.27039 -2.05023 3.13636 0.086
H 1.10882 -3.26674 2.07293 0.062
H 2.11445 -1.81019 1.60976 0.058
C -4.85673 2.54039 -4.32652 -0.148
O -5.60757 1.52592 -3.74337 -0.240
P -6.48137 1.76012 -2.27097 0.596
O -7.92338 1.28656 -2.19561 -0.276
O -5.53298 1.07489 -1.12900 -0.218
C -5.39935 -0.37986 -1.19641 -0.085
O -6.15221 3.34257 -1.96886 -0.269
C -7.13122 4.19968 -1.32960 -0.096
H -4.07788 2.00179 -4.86634 0.095
H -4.28469 3.00165 -3.52147 0.062
H -5.39395 3.34585 -4.82724 0.091
H -5.93540 -0.93959 -1.96287 0.086
H -5.71219 -0.76039 -0.22408 0.070
H -4.36199 -0.64022 -1.40668 0.067
H -8.14285 3.80056 -1.40320 0.073
H -7.09702 5.21580 -1.72257 0.091
H -7.03870 4.12611 -0.24603 0.087
C 4.68844 4.41864 -5.03397 -0.105
O 5.15615 3.33573 -5.88756 -0.243
P 4.51526 1.82320 -5.75876 0.509
O 3.03168 1.75999 -5.56377 -0.268
O 5.17372 1.07333 -7.05431 -0.232
C 4.91642 1.42754 -8.34202 -0.154
O 5.33063 1.22593 -4.46764 -0.228
C 4.98260 -0.05285 -4.04159 -0.205
H 5.06052 4.32289 -4.01393 0.084
H 3.74154 4.92601 -5.21852 0.089
H 5.47592 5.14553 -5.23296 0.075
H 4.48681 2.42930 -8.33816 0.088
H 4.32998 0.64077 -8.81656 0.094
H 5.89945 1.43340 -8.81289 0.092
H 5.87468 -0.59618 -3.72999 0.060
H 4.27724 -0.53852 -4.71590 0.073
H 4.56139 -0.05112 -3.03627 0.050
C -0.06216 6.64783 -2.80876 -0.070
O -0.99838 5.54540 -3.00905 -0.221
P -1.31530 4.60694 -1.79326 0.463
O -0.17479 4.33388 -0.84529 -0.274
O -2.69066 5.34106 -1.15588 -0.229
C -3.46217 4.64484 -0.20221 -0.111
O -1.86038 3.26896 -2.49817 -0.218
C -1.07806 2.26058 -3.15451 -0.086
H -0.62263 7.55478 -3.03552 0.091
H 0.84713 6.31595 -3.30991 0.092
H 0.20393 6.80453 -1.76342 0.076
H -4.48961 4.46286 -0.51740 0.066
H -3.39202 5.23407 0.71212 0.091
H -3.03982 3.64939 -0.06507 0.083
H -1.14545 2.32442 -4.24055 0.090
H -1.32896 1.20965 -3.01063 0.062
H -0.01794 2.26730 -2.90111 0.078
C -5.30912 -1.98355 2.22101 -0.066
O -4.54960 -0.75950 2.00752 -0.243
P -4.07604 0.16763 3.21981 0.446
O -5.24912 0.71179 4.01372 -0.264
O -3.22953 1.28256 2.45479 -0.222
C -2.72927 2.36606 3.14693 -0.128
O -2.92221 -0.67216 3.93323 -0.205
C -1.82038 -1.14096 3.28788 -0.135
H -5.10976 -2.81120 1.54031 0.074
H -6.31232 -1.58223 2.07735 0.091
H -5.17598 -2.41763 3.21194 0.084
H -1.80008 2.47318 2.58726 0.090
H -2.49295 2.14348 4.18746 0.081
H -3.23146 3.30002 2.89468 0.088
H -1.39405 -1.86959 3.97741 0.096
H -1.20747 -0.26191 3.08859 0.093
H -1.98380 -1.66475 2.34605 0.073
C 2.12377 1.95106 7.34048 -0.111
O 2.02625 3.14532 6.51137 -0.230
P 0.82885 3.23833 5.35927 0.542
O -0.06619 2.05289 5.18919 -0.263
O 1.65476 3.70525 4.03123 -0.215
C 2.16629 2.67512 3.17308 -0.097
O -0.07872 4.53578 5.84089 -0.248
C -1.02439 4.51673 6.88469 -0.114
H 1.36401 1.18152 7.20383 0.076
H 2.08151 2.06405 8.42379 0.077
H 3.09300 1.49546 7.13772 0.082
H 3.19909 2.99647 3.03830 0.091
H 1.76163 2.55538 2.16808 0.072
H 2.00688 1.65294 3.51635 0.080
H -1.59230 5.44701 6.89730 0.088
H -0.60405 4.24194 7.85211 0.090
H -1.77472 3.80603 6.53825 0.080
N 6.77731 3.72496 1.74671 -0.019
C 7.15017 2.39822 1.79337 -0.114
C 6.35924 1.81553 0.77357 -0.110
C 5.54620 2.81481 0.16777 -0.134
C 5.84673 3.93383 0.79301 -0.215
H 7.09843 4.44623 2.37659 0.139
H 7.93266 2.15756 2.49778 0.096
H 6.39360 0.79785 0.41366 0.066
H 4.73987 2.74914 -0.54772 0.090
H 5.29391 4.86155 0.80463 0.109